(1)
10
Properties=species:S:1:pos:R:3:forces:R:3 method="wB97M-V/def2-TZVPD" e_above_lowest_ev=4.373 homo_ha=-0.106 orbital_gap_ev=6.01 max_force_ev_per_a=4.18 charge=-1
C -0.00039 0.26270 -0.53120 2.9 -1.3 1.6
C 0.23929 -1.10447 -0.14200 1.6 -1.9 -1.0
C 1.25591 0.75446 -0.18630 -3.5 -1.8 -1.3
C 1.14557 -2.01378 0.02730 -2.2 1.2 -0.3
P 2.34292 -0.62996 0.03577 0.5 -0.6 -0.3
S -3.39675 -0.64775 -0.05442 0.1 0.0 0.1
H -0.92248 0.57690 -0.92112 -1.0 0.9 0.0
H -3.71198 -0.63791 1.25999 0.1 0.0 -0.2
H 1.37766 1.74076 -0.03171 1.1 3.3 0.1
H 2.29613 -0.59472 1.39821 0.6 0.2 1.3

---

(2)
9
Properties=species:S:1:pos:R:3:forces:R:3 method="wB97M-V/def2-TZVPD" e_above_lowest_ev=4.650 homo_ha=-0.345 orbital_gap_ev=10.07 max_force_ev_per_a=5.17 smiles=C#CS.C#C charge=0
C -0.49844 -1.43640 -0.70473 0.0 0.3 -0.4
C -1.37127 -0.75163 -0.24817 -1.7 0.7 0.8
C 1.07610 0.95569 -0.04559 -0.2 -1.0 -1.9
C 1.07396 1.67407 0.88196 0.2 2.8 4.4
S -2.60689 0.24853 0.50411 1.3 -1.1 -0.7
H 0.36487 -1.64285 -1.28401 0.1 -0.7 0.0
H 0.87496 0.35069 -0.87824 0.3 -0.1 -0.4
H -1.67374 0.79163 1.29559 -0.1 0.2 0.2
H 1.09160 2.27648 1.83771 0.0 -1.1 -2.0

---

(3)
9
Properties=species:S:1:pos:R:3:forces:R:3 method="wB97M-V/def2-TZVPD" e_above_lowest_ev=5.684 homo_ha=-0.259 orbital_gap_ev=7.43 max_force_ev_per_a=3.55 charge=0
C 0.01655 -0.94554 1.15959 -1.1 0.2 -1.1
C -0.86195 -1.21280 0.21410 0.8 0.9 1.1
C 0.88557 1.10819 -1.13406 -2.5 -0.6 2.5
C -0.54144 0.19405 0.44115 2.5 -0.1 -2.3
S 0.90600 2.66750 -1.39572 0.1 0.0 -0.1
H 0.67843 -1.28382 1.91734 0.3 -0.2 0.3
H -1.43657 -1.91230 -0.34004 -0.2 -0.4 -0.3
H 1.48288 0.35387 -1.61619 0.3 -0.4 -0.2
H -1.12947 1.03085 0.75383 -0.2 0.4 0.1

---

(4)
9
Properties=species:S:1:pos:R:3:forces:R:3 method="wB97M-V/def2-TZVPD" e_above_lowest_ev=4.187 homo_ha=-0.283 orbital_gap_ev=7.94 max_force_ev_per_a=6.77 smiles="Cc1cc1=S" charge=0
C 0.13046 -0.78637 0.99926 1.4 0.7 0.5
C -0.01484 0.09874 -0.04551 4.2 -3.4 4.1
C 1.52316 -0.71092 0.71677 -3.0 0.6 -2.2
C -0.95030 0.82332 -0.78295 1.3 2.1 -3.2
S 3.04183 -0.99230 0.38165 -0.3 0.3 0.5
H -0.30066 -1.31443 1.90029 -0.3 0.7 -1.2
H -1.19849 0.09462 -1.55428 -0.5 0.1 -0.4
H -0.42303 1.71881 -1.38480 -1.5 -1.8 1.5
H -1.80813 1.06852 -0.23042 -1.3 0.8 0.5

---

(5)
9
Properties=species:S:1:pos:R:3:forces:R:3 method="wB97M-V/def2-TZVPD" e_above_lowest_ev=0.499 homo_ha="-0.259 / -0.324" orbital_gap_ev="8.02 / 6.63" s2=2.06 multiplicity=3 max_force_ev_per_a=11.87 charge=0
C -0.78938 -0.14131 -0.56641 9.7 0.1 3.4
C 0.55118 -0.19041 -0.08746 -11.0 -0.8 -4.3
C -2.11072 0.07165 -0.67743 -0.6 0.6 -2.0
C 1.85179 -0.08897 0.47633 -0.6 1.1 -1.5
S -3.21895 -0.25572 0.53913 -0.7 -0.3 1.1
H -2.68261 0.46993 -1.58224 1.3 -0.5 0.9
H 1.65589 0.71383 1.09666 0.3 1.9 2.1
H 2.54136 0.30855 -0.22882 0.9 -0.1 -0.7
H 2.20144 -0.88754 1.03023 0.7 -1.9 0.9

---

(6)
88
Properties=species:S:1:pos:R:3:forces:R:3 method="wB97M-V/def2-TZVPD" e_above_lowest_ev=0.518 homo_ha=-0.273 orbital_gap_ev=8.43 max_force_ev_per_a=8.12 charge=-1
O 7.54123 -20.15070 3.25538 -1.7 -1.2 -1.5
C 6.35019 -20.37808 3.00219 7.5 2.4 1.7
O 5.68708 -19.56945 2.32382 -3.4 1.5 -3.1
B 4.29299 -20.06409 2.39004 0.7 -1.2 0.6
O 4.32467 -21.22951 3.27633 -2.0 1.0 -1.3
C 5.52162 -21.24067 3.72816 0.5 -4.1 4.2
O 5.88477 -21.84539 4.71034 -0.1 0.3 -0.5
O 3.79193 -20.38887 1.01273 4.2 -3.8 2.1
C 2.97161 -19.52314 0.75819 -3.9 1.8 -5.0
O 2.46117 -19.36215 -0.34266 0.2 0.1 1.2
C 2.77256 -18.68765 1.90079 -3.1 7.4 0.9
O 3.42517 -19.02662 2.94022 1.0 -1.6 0.3
O 2.21171 -17.57778 1.82042 1.0 -2.8 0.4
O 7.99522 -19.56866 5.72635 0.1 0.0 1.0
H 7.94519 -19.74977 4.79307 0.5 -0.6 -0.5
H 7.32352 -18.88774 5.73202 -0.2 0.5 0.6
O 3.97496 -19.03958 -2.62573 0.5 0.4 -0.7
H 3.93890 -19.30281 -1.72020 -0.4 0.3 1.5
H 4.09769 -19.90171 -2.99664 0.0 -0.7 -1.1
O 6.98620 -24.30290 5.87116 -0.3 -2.6 -0.5
H 6.44833 -24.21585 5.06397 0.4 0.5 0.4
H 7.21832 -23.50090 6.27126 0.2 2.0 0.3
O 1.30617 -21.34127 5.14888 0.5 -1.2 -2.3
H 2.20034 -21.05248 5.31497 0.6 0.1 0.3
H 0.81148 -20.98519 5.83383 -1.5 1.0 2.0
O 8.08429 -23.03162 3.09043 0.0 0.4 -0.3
H 7.13330 -23.14752 3.17375 0.0 -0.4 0.1
H 8.53727 -23.78624 3.44436 0.0 -0.7 0.4
O 8.70067 -19.30449 0.82217 -1.0 0.2 -0.3
H 8.13012 -19.14261 1.60284 0.7 0.0 -0.1
H 9.53603 -18.86371 0.95651 0.2 0.5 0.3
O -0.56976 -19.32521 0.15578 -0.4 -1.0 -0.8
H -1.19089 -19.77481 -0.44588 -0.4 1.0 0.2
H 0.05477 -20.07002 0.12458 0.6 0.4 0.6
O 2.63907 -23.43917 3.33093 -0.8 -0.5 0.7
H 3.09537 -22.74930 3.83444 -0.2 -0.5 -0.5
H 3.08868 -23.64398 2.51721 0.3 0.6 -0.2
O 1.16175 -20.04577 -2.65089 -0.8 -1.3 0.4
H 1.42520 -19.83892 -1.74896 0.0 0.2 0.1
H 1.62789 -19.41194 -3.16383 0.6 0.9 -0.7
O 6.03150 -17.86855 4.95212 0.6 -1.0 0.9
H 6.04211 -17.58634 4.05866 0.4 0.8 -2.1
H 5.24866 -17.50354 5.30491 -1.3 0.6 0.8
O 3.56574 -19.98922 5.94012 0.2 -0.6 0.7
H 3.19862 -19.26705 6.43131 -0.4 0.5 0.8
H 3.72305 -19.57763 5.11079 0.4 0.4 -1.4
O 0.61368 -21.78891 0.26746 1.3 0.6 0.2
H 1.18047 -22.00422 -0.49004 -0.8 -0.2 0.1
H -0.25126 -22.17331 0.20952 -0.4 -0.6 -0.4
O 3.64334 -23.40738 0.75370 0.5 -0.6 -0.8
H 3.56356 -22.73046 0.08245 -0.4 0.7 0.0
H 4.11373 -24.08465 0.24969 -0.2 -0.4 0.2
O 6.30488 -16.55931 2.22032 1.6 0.1 1.6
H 5.48297 -16.10686 2.32336 -1.1 0.6 0.3
H 6.25537 -16.96621 1.37965 -0.1 -0.9 -1.4
O -0.54951 -17.96901 3.14066 -1.0 1.8 1.0
H -0.01443 -17.16315 3.01448 -0.3 -0.9 -0.3
H -0.05950 -18.72487 2.89542 1.0 -1.0 -0.6
O 2.33786 -16.64747 -1.81817 -0.5 1.3 -0.2
H 2.77449 -17.46450 -1.93979 0.6 -1.7 0.1
H 2.67378 -16.17467 -2.58138 -0.1 0.5 -0.1
O 0.35430 -16.38069 0.46333 -0.7 0.1 -0.1
H 1.12988 -16.41974 1.04730 -0.7 -0.5 -1.0
H 0.11328 -17.28775 0.15856 0.6 0.8 0.6
O 9.79210 -21.60295 1.64186 1.1 0.1 -0.4
H 9.04172 -21.98617 2.08694 -0.6 -0.4 0.1
H 9.50018 -20.71867 1.38459 -0.1 -0.3 -0.1
O 3.97993 -23.49711 5.81672 -0.7 -0.7 0.2
H 4.09873 -24.14349 6.51837 -0.2 -0.1 0.0
H 4.76565 -22.97127 5.87708 0.8 0.9 -0.1
O 9.90372 -21.84842 4.79582 0.1 -0.3 0.4
H 9.26924 -22.02964 5.49280 0.0 0.2 0.5
H 9.34460 -22.02225 4.03763 -0.1 0.1 -0.7
O 6.25206 -22.47913 1.04686 -0.2 1.9 -1.3
H 6.17329 -21.66183 0.45875 0.4 -1.7 1.1
H 5.37106 -22.87866 0.97349 0.1 0.2 0.4
O 10.72098 -19.25356 4.55432 -0.2 -1.4 -0.8
H 10.12141 -20.05305 4.64722 0.6 1.2 0.4
H 11.35905 -19.69099 3.96138 0.0 0.5 0.3
O 5.53632 -24.30748 3.52461 1.7 -0.8 -1.7
H 5.50188 -25.12422 2.99869 0.1 0.4 0.3
H 4.73627 -24.27313 4.00348 -2.2 0.3 1.2
O 3.89116 -15.75002 2.97201 -0.6 0.0 -0.9
H 3.14693 -16.26823 2.58859 0.5 0.3 0.3
H 3.72177 -15.67878 3.89948 -0.2 0.1 0.8
O 5.72713 -17.74112 -0.15961 -1.1 0.2 0.6
H 6.31189 -17.40073 -0.80978 0.8 0.6 -1.0
H 5.84884 -18.67729 -0.20625 0.3 -1.0 0.1